No. 1
# C25H54MgN5O11

C25H54MgN5O11 as an isolated structure at a distorted geometry (wB97M-V/def2-TZVPD, OMol25).

Each line ends with the Löwdin charge.
Geometry (Å):
Mg  -23.43  14.82  1.53  0.91
C  -26.87  14.06  3.20  0.03
C  -25.57  14.37  2.52  -0.64
O  -24.56  13.62  2.68  -0.08
O  -25.37  15.42  1.84  -0.07
H  -26.68  14.06  4.27  0.09
H  -27.32  13.10  2.96  0.06
H  -27.67  14.74  2.92  0.09
C  -24.61  20.54  0.81  -0.33
O  -23.64  20.06  1.36  0.00
N  -25.81  19.90  0.74  -0.19
C  -26.82  20.41  -0.16  -0.05
C  -25.98  18.59  1.29  -0.05
H  -24.70  21.53  0.34  0.13
H  -26.52  21.38  -0.56  0.08
H  -27.79  20.57  0.33  0.10
H  -26.97  19.77  -1.02  0.08
H  -26.14  17.73  0.63  0.06
H  -25.12  18.28  1.89  0.07
H  -26.84  18.61  1.96  0.10
C  -22.56  16.72  3.82  -0.22
O  -22.86  15.88  2.97  -0.06
N  -22.32  16.45  5.09  -0.15
C  -22.05  17.47  6.07  -0.03
C  -22.39  15.08  5.59  0.00
H  -22.54  17.79  3.59  0.16
H  -21.00  17.56  6.35  0.10
H  -22.64  17.30  6.97  0.10
H  -22.27  18.46  5.67  0.10
H  -23.41  14.86  5.90  0.11
H  -22.18  14.35  4.81  0.09
H  -21.68  14.93  6.40  0.10
C  -29.00  16.03  -0.18  -0.33
O  -30.17  16.32  -0.04  0.02
N  -28.27  16.46  -1.23  -0.17
C  -26.94  15.96  -1.46  -0.09
C  -28.78  17.43  -2.18  -0.04
H  -28.47  15.40  0.55  0.12
H  -26.84  15.32  -2.34  0.09
H  -26.62  15.32  -0.64  0.06
H  -26.17  16.72  -1.62  0.09
H  -28.00  17.96  -2.73  0.08
H  -29.38  16.95  -2.96  0.10
H  -29.36  18.17  -1.64  0.09
C  -27.34  9.92  5.97  -0.35
O  -26.56  9.97  6.89  0.03
N  -27.02  10.27  4.69  -0.18
C  -25.69  10.69  4.31  -0.04
C  -28.07  10.39  3.70  -0.08
H  -28.38  9.55  6.01  0.13
H  -24.93  10.04  4.76  0.09
H  -25.54  11.73  4.58  0.08
H  -25.52  10.58  3.24  0.08
H  -27.72  10.06  2.72  0.08
H  -28.90  9.70  3.89  0.10
H  -28.48  11.40  3.59  0.05
C  -24.17  13.33  -1.20  -0.25
O  -23.94  13.88  -0.10  -0.06
N  -24.20  12.04  -1.38  -0.15
C  -24.41  11.46  -2.69  -0.04
C  -24.00  11.07  -0.30  0.01
H  -24.45  13.93  -2.07  0.16
H  -23.54  11.14  -3.27  0.10
H  -24.95  12.16  -3.32  0.10
H  -25.08  10.60  -2.63  0.10
H  -23.22  10.35  -0.56  0.11
H  -23.81  11.57  0.64  0.09
H  -24.91  10.48  -0.18  0.10
O  -30.38  11.58  2.06  0.10
C  -30.19  12.68  1.60  -0.51
O  -29.16  12.92  0.75  -0.02
C  -28.23  11.92  0.43  -0.25
C  -27.63  12.08  -0.97  -0.04
C  -31.07  13.85  1.87  0.05
H  -28.73  10.95  0.45  0.12
H  -27.41  11.83  1.15  0.10
H  -27.12  11.16  -1.21  0.07
H  -26.93  12.93  -0.94  0.05
H  -28.44  12.31  -1.65  0.09
H  -31.13  14.60  1.09  0.07
H  -30.67  14.31  2.79  0.10
H  -32.03  13.45  2.17  0.09
O  -31.13  13.30  6.64  0.12
C  -30.25  12.63  6.18  -0.54
O  -30.29  11.35  5.79  -0.03
C  -31.60  10.75  5.80  -0.20
C  -32.58  11.34  4.82  -0.07
C  -28.84  13.18  6.04  0.03
H  -31.99  10.82  6.82  0.13
H  -31.45  9.70  5.57  0.12
H  -32.15  11.53  3.83  0.06
H  -32.91  12.34  5.11  0.08
H  -33.48  10.75  4.68  0.08
H  -28.08  12.43  5.82  0.06
H  -28.50  13.65  6.97  0.10
H  -28.82  14.00  5.33  0.07

Its HOMO energy is -0.400 hartree. The calculation puts the orbital gap at 7.8 eV. The calculated total energy comes out at -2286.45293 Ha. The total charge is +1. The molar mass comes out at 625.0 g mol⁻¹. The LUMO energy comes out at -0.11428 hartree.

***

No. 2
# C25H49Cl3HoN5O3Si

C25H49Cl3HoN5O3Si as an isolated structure at a distorted geometry (wB97M-V/def2-TZVPD, OMol25).

Each line ends with the Löwdin charge.
Geometry (Å):
C  2.65  -2.62  -3.07  -0.09
C  2.07  -1.76  -4.15  -0.22
H  2.08  -3.56  -3.02  0.07
H  2.56  -2.12  -2.11  0.03
H  3.69  -2.90  -3.27  0.09
C  1.96  -2.23  -5.41  -0.12
C  2.32  -3.64  -5.82  -0.11
H  1.63  -1.58  -6.23  0.09
H  1.78  -4.38  -5.21  0.07
H  3.40  -3.84  -5.73  0.08
H  2.03  -3.78  -6.87  0.07
Ho  0.82  0.23  1.39  1.02
Cl  3.10  -0.37  2.25  -0.13
Cl  2.11  1.53  -0.36  -0.02
C  -0.03  3.16  1.29  -0.30
O  -0.52  2.00  1.50  -0.26
N  -0.76  4.16  0.81  -0.14
C  -2.20  3.92  0.62  0.00
C  -0.08  5.29  0.18  -0.02
H  1.05  3.31  1.42  0.11
H  -2.56  3.44  1.55  0.10
H  -2.35  3.22  -0.22  0.08
H  -2.70  4.86  0.44  0.09
H  0.80  5.56  0.79  0.10
H  -0.72  6.17  0.10  0.09
H  0.30  5.05  -0.82  0.10
H  -0.67  -5.28  2.91  0.10
H  -0.68  -3.40  -0.11  -0.09
C  -1.63  -4.85  2.56  -0.04
C  -1.65  -3.65  0.42  -0.11
N  -1.39  -3.60  1.85  -0.15
H  -2.29  -4.67  3.43  0.10
C  -0.84  -2.56  2.50  -0.23
O  -0.48  -1.49  1.92  -0.27
H  -2.42  -2.93  0.09  0.10
H  -0.73  -2.68  3.60  0.16
H  -2.11  -5.51  1.84  0.08
H  -1.95  -4.69  0.18  0.08
O  0.91  -0.11  -2.66  -0.37
C  1.75  -0.31  -3.79  -0.31
C  0.13  0.17  -5.70  -0.08
C  1.25  0.52  -4.94  -0.20
H  -0.38  -0.78  -5.52  0.11
C  -0.29  1.04  -6.70  -0.08
H  2.72  0.10  -3.44  0.14
C  1.85  1.77  -5.03  -0.04
H  -1.13  0.76  -7.36  0.11
C  0.33  2.29  -6.82  -0.10
C  1.43  2.65  -6.02  -0.08
H  2.66  1.99  -4.33  0.12
H  0.01  2.98  -7.61  0.09
H  1.94  3.61  -6.11  0.10
Si  -0.75  0.15  -2.13  0.33
Cl  0.18  -2.02  -0.99  0.30
C  -1.99  -0.50  -3.41  -0.17
C  -0.57  2.05  -2.45  -0.17
C  -1.74  0.02  -0.47  -0.27
H  -2.01  0.09  -4.34  0.02
H  -3.00  -0.46  -2.98  0.02
H  -1.75  -1.54  -3.67  0.03
H  -1.56  -0.93  0.08  -0.06
H  -2.82  0.02  -0.71  0.04
H  -1.56  0.87  0.21  -0.01
H  -0.47  2.17  -3.54  0.03
H  0.35  2.43  -1.99  -0.04
H  -1.42  2.66  -2.11  0.00
C  2.50  0.26  6.15  -0.06
N  1.05  0.10  6.28  -0.16
C  0.60  -0.76  7.35  -0.08
C  0.25  0.33  5.17  -0.42
N  0.75  0.42  3.96  0.02
N  -1.09  0.44  5.38  -0.15
C  -1.66  0.72  6.68  -0.06
C  -1.93  0.61  4.22  -0.04
H  2.93  0.30  7.17  0.10
H  2.69  1.19  5.62  0.10
H  2.93  -0.59  5.59  0.10
H  0.21  -0.20  8.21  0.08
H  -0.16  -1.47  7.02  0.09
H  1.46  -1.33  7.72  0.09
H  1.74  0.16  4.02  -0.08
H  -2.60  1.27  6.52  0.09
H  -1.90  -0.21  7.21  0.08
H  -0.98  1.33  7.28  0.10
H  -1.68  1.51  3.66  0.08
H  -1.81  -0.24  3.54  0.07
H  -2.97  0.67  4.56  0.09

The spin multiplicity is 5. Its HOMO energy is -0.263 hartree. The calculation puts the orbital gap at 7.2 eV. The calculated total energy comes out at -4099.79943 Ha. The total charge is 0. The molar mass comes out at 767.1 g mol⁻¹. The LUMO energy comes out at 0.00203 hartree.

***

No. 3
# C35H30BrGeN3ORuTe

C35H30BrGeN3ORuTe as an isolated structure (wB97M-V/def2-TZVPD, OMol25).

Each line ends with the Löwdin charge.
Geometry (Å):
Ru  -0.81  1.33  -2.24  1.07
Br  -6.33  -3.48  7.84  0.92
C  -5.13  -3.62  6.42  -0.65
C  -4.83  -4.87  5.90  -0.08
C  -3.95  -4.97  4.85  0.03
C  -3.37  -3.80  4.33  -0.23
C  -3.67  -2.53  4.87  0.01
C  -4.55  -2.44  5.91  -0.09
N  -2.49  -3.99  3.29  0.21
N  -1.87  -3.15  2.71  0.16
C  -1.32  -2.20  1.98  -0.16
C  -0.05  -1.70  2.33  0.06
C  0.57  -0.75  1.53  0.03
C  -0.03  -0.29  0.37  -0.28
O  0.55  0.62  -0.43  -0.28
C  -1.32  -0.78  -0.01  -0.13
N  -1.88  -0.30  -1.16  -0.01
C  -3.07  -0.76  -1.53  -0.08
C  -3.78  -1.71  -0.80  0.01
C  -3.24  -2.20  0.36  0.05
C  -1.98  -1.73  0.78  -0.05
H  -5.29  -5.76  6.31  0.12
H  -3.68  -5.92  4.42  0.14
H  -3.20  -1.64  4.47  0.12
H  -4.80  -1.49  6.35  0.12
H  0.43  -2.06  3.22  0.14
H  1.55  -0.38  1.81  0.14
H  -3.47  -0.36  -2.45  0.12
H  -4.74  -2.05  -1.16  0.13
H  -3.77  -2.94  0.94  0.13
C  -2.75  4.77  -2.26  -0.40
Te  -1.15  3.89  -1.16  1.27
C  0.41  4.94  -2.16  -0.38
H  -2.78  5.82  -1.99  0.02
H  -3.68  4.29  -1.96  0.01
H  -2.58  4.64  -3.32  0.02
H  0.31  4.81  -3.23  0.02
H  1.36  4.55  -1.79  -0.02
H  0.32  5.99  -1.89  0.03
C  4.03  4.79  -0.22  -0.04
C  4.45  4.13  -1.36  -0.05
C  3.94  2.87  -1.66  -0.10
C  3.01  2.28  -0.81  -0.30
C  2.59  2.96  0.34  -0.11
C  3.10  4.21  0.63  -0.06
Ge  2.33  0.53  -1.20  1.08
C  1.50  0.46  -2.98  -0.27
C  1.16  1.70  -3.56  -0.19
C  0.16  1.77  -4.54  -0.12
C  -0.48  0.60  -4.97  -0.06
C  -0.07  -0.64  -4.48  -0.04
C  0.90  -0.70  -3.48  -0.08
C  3.19  -1.03  -0.51  -0.29
C  2.68  -2.32  -0.68  -0.11
C  3.37  -3.41  -0.18  -0.05
C  4.57  -3.22  0.49  -0.04
C  5.08  -1.95  0.67  -0.04
C  4.39  -0.85  0.17  -0.09
H  4.44  5.77  0.01  0.12
H  5.19  4.58  -2.02  0.12
H  4.29  2.35  -2.55  0.12
H  1.86  2.51  1.01  0.10
H  2.78  4.73  1.52  0.12
H  1.67  2.60  -3.25  0.09
H  -0.11  2.72  -4.99  0.13
H  -1.26  0.65  -5.72  0.13
H  -0.52  -1.55  -4.85  0.13
H  1.19  -1.67  -3.09  0.11
H  1.74  -2.48  -1.20  0.09
H  2.98  -4.41  -0.32  0.12
H  5.11  -4.08  0.87  0.12
H  6.02  -1.81  1.19  0.12
H  4.80  0.15  0.31  0.11

The spin multiplicity is 6. Its HOMO energy (spin up / spin down) is -0.574 / -0.582 hartree. The calculation puts the orbital gap (spin up / spin down) at 6.8 / 6.0 eV. The calculated total energy comes out at -6604.04332 Ha. The total charge is +3. The molar mass comes out at 889.8 g mol⁻¹. The LUMO energy (spin up / spin down) comes out at -0.32393 / -0.36022 hartree.

***

No. 4
# C55H48N9OP2RuSe2Te

C55H48N9OP2RuSe2Te as an isolated structure (wB97M-V/def2-TZVPD, OMol25).

Each line ends with the Löwdin charge.
Geometry (Å):
Ru  -0.60  1.12  -1.60  1.01
Se  -2.51  -2.10  4.16  0.42
P  -1.30  -0.38  4.13  0.54
C  0.23  -0.55  5.07  -0.36
C  0.38  0.06  6.31  -0.06
C  1.53  -0.16  7.05  -0.06
C  2.52  -1.00  6.56  -0.06
C  2.37  -1.62  5.33  -0.07
C  1.22  -1.40  4.58  -0.10
C  -2.15  1.12  4.71  -0.36
C  -1.50  2.36  4.68  -0.09
C  -2.16  3.49  5.14  -0.07
C  -3.46  3.38  5.63  -0.07
C  -4.10  2.15  5.67  -0.07
C  -3.44  1.02  5.21  -0.12
C  -0.72  0.10  2.47  -0.39
C  -1.12  -0.15  1.16  -0.42
N  -0.40  0.73  0.40  -0.24
N  0.42  1.41  1.18  0.00
N  0.24  1.05  2.42  0.04
P  -2.38  -1.05  0.28  0.77
Se  -1.69  -0.97  -1.83  0.53
C  -2.64  -2.74  0.79  -0.42
C  -3.92  -3.27  0.67  -0.07
C  -4.14  -4.60  1.00  -0.05
C  -3.09  -5.39  1.44  -0.04
C  -1.81  -4.86  1.56  -0.07
C  -1.58  -3.53  1.24  -0.14
C  -3.92  -0.13  0.42  -0.38
C  -4.35  0.21  1.70  -0.07
C  -5.52  0.95  1.86  -0.04
C  -6.26  1.33  0.74  -0.05
C  -5.84  0.96  -0.53  -0.06
C  -4.67  0.23  -0.70  -0.12
H  -0.40  0.71  6.70  0.11
H  1.64  0.31  8.02  0.11
H  3.41  -1.17  7.15  0.11
H  3.14  -2.27  4.95  0.11
H  1.09  -1.89  3.63  0.09
H  -0.49  2.44  4.30  0.10
H  -1.66  4.45  5.13  0.11
H  -3.97  4.27  6.00  0.11
H  -5.10  2.07  6.06  0.11
H  -3.92  0.05  5.25  0.06
H  -4.75  -2.65  0.33  0.11
H  -5.14  -5.01  0.92  0.12
H  -3.27  -6.42  1.71  0.12
H  -1.00  -5.47  1.93  0.12
H  -0.60  -3.10  1.39  0.09
H  -3.79  -0.10  2.58  0.04
H  -5.84  1.23  2.85  0.11
H  -7.17  1.90  0.87  0.12
H  -6.42  1.25  -1.40  0.12
H  -4.35  -0.05  -1.69  0.07
N  -1.65  2.11  -5.61  0.07
C  -0.81  1.40  -4.85  -0.07
N  -1.07  1.67  -3.59  -0.01
C  -2.11  2.55  -3.64  -0.29
N  -2.49  2.84  -4.85  0.17
C  -2.71  2.99  -2.38  -0.16
C  -3.68  3.97  -2.27  -0.03
N  -4.18  4.32  -1.09  0.14
C  -3.70  3.70  -0.02  -0.07
C  -2.73  2.72  -0.10  -0.06
N  -2.25  2.35  -1.29  0.00
H  -1.73  2.14  -6.61  0.18
H  -0.06  0.72  -5.24  0.12
H  -4.05  4.48  -3.15  0.13
H  -4.09  3.99  0.95  0.13
H  -2.34  2.22  0.77  0.11
C  4.63  -5.43  0.18  -0.03
C  4.24  -4.11  -0.41  -0.23
C  4.84  -3.64  -1.58  0.01
C  4.50  -2.42  -2.15  -0.30
C  5.19  -1.99  -3.42  -0.07
C  3.50  -1.67  -1.51  -0.33
Te  3.13  0.12  -2.57  1.94
N  1.51  1.02  -1.89  -0.34
C  1.61  2.33  -1.57  -0.59
O  0.49  2.90  -1.46  -0.09
C  2.86  3.08  -1.33  -0.22
C  3.02  4.33  -1.93  -0.01
C  4.18  5.05  -1.69  -0.05
C  5.16  4.54  -0.85  -0.05
C  4.98  3.31  -0.23  -0.05
C  3.83  2.58  -0.47  -0.07
C  2.04  -0.80  -4.13  -0.39
C  1.23  -1.89  -3.84  -0.13
C  0.50  -2.48  -4.85  -0.06
C  0.60  -1.99  -6.15  -0.05
C  1.42  -0.90  -6.42  -0.05
C  2.16  -0.28  -5.42  -0.35
C  3.02  0.92  -5.74  -0.06
C  2.89  -2.08  -0.32  -0.27
C  1.90  -1.25  0.43  -0.06
C  3.27  -3.31  0.19  0.01
H  5.38  -5.93  -0.42  0.08
H  3.76  -6.08  0.27  0.09
H  5.03  -5.29  1.18  0.09
H  5.60  -4.24  -2.05  0.13
H  5.96  -2.71  -3.69  0.09
H  5.67  -1.02  -3.33  0.07
H  4.49  -1.96  -4.27  0.07
H  2.24  4.73  -2.56  0.12
H  4.32  6.02  -2.16  0.12
H  6.06  5.11  -0.66  0.12
H  5.73  2.94  0.46  0.12
H  3.66  1.65  0.06  0.11
H  1.18  -2.28  -2.83  0.09
H  -0.14  -3.33  -4.63  0.12
H  0.06  -2.47  -6.95  0.12
H  1.51  -0.54  -7.44  0.12
H  2.98  1.16  -6.80  0.09
H  4.07  0.75  -5.48  0.08
H  2.69  1.81  -5.18  0.08
H  1.60  -0.36  -0.11  0.01
H  2.32  -0.92  1.38  0.10
H  1.00  -1.83  0.63  0.06
H  2.80  -3.66  1.11  0.13

The spin multiplicity is 2. Its HOMO energy (spin up / spin down) is -0.433 / -0.433 hartree. The calculation puts the orbital gap (spin up / spin down) at 6.5 / 5.1 eV. The calculated total energy comes out at -8540.80878 Ha. The total charge is +2. The molar mass comes out at 1299.6 g mol⁻¹. The LUMO energy (spin up / spin down) comes out at -0.19232 / -0.24549 hartree.

***

Question: The highest total charge belongs to which entry?
Answer: C35H30BrGeN3ORuTe

***

Question: What is the total charge in the first record?
Answer: +1

***

Question: Among the records above, which one has the lowest total charge?
Answer: C25H49Cl3HoN5O3Si

***

Question: What is the calculated total energy in the second record?
Answer: -4099.79943 Ha